[1]
11
Properties=species:S:1:pos:R:3:mulliken_charge:R:1 method="wB97M-V/def2-TZVPD" total_charge=0 homo_ev=-9.145 spin_multiplicity=1 relative_energy_kcal_mol=48.4 lumo_energy_ev=0.70 smiles=c1cc2ocnn2n1
O -1.391 0.560 -0.712 -0.37
N -0.508 0.944 1.373 -0.68
N 0.292 0.159 0.542 1.14
N 1.328 -0.638 0.823 -0.91
C -0.176 0.011 -0.703 0.43
C -1.517 1.158 0.545 0.08
C 1.530 -1.309 -0.320 -0.10
C 0.609 -0.933 -1.377 -0.71
H 0.713 -1.191 -2.391 0.39
H 2.223 -2.142 -0.492 0.39
H -2.263 2.039 0.545 0.33

[2]
12
Properties=species:S:1:pos:R:3:mulliken_charge:R:1 method="wB97M-V/def2-TZVPD" total_charge=0 homo_ev="-9.827 / -9.827" spin_multiplicity=1 relative_energy_kcal_mol=94.7 lumo_energy_ev="-0.54 / -0.54" smiles=Cc1c(C#N)no[n+]1[O-]
O -0.838 -1.150 1.782 -0.16
O -2.349 0.330 0.831 -0.69
N 0.348 -1.621 1.402 -0.37
N 3.159 -0.887 -0.582 -0.40
N -1.250 -0.127 0.832 0.73
C -0.347 1.141 -0.968 -1.41
C -0.185 0.076 0.053 0.63
C 0.795 -0.899 0.389 0.47
C 2.102 -0.981 -0.136 0.09
H -0.911 0.798 -1.781 0.33
H 0.554 1.494 -1.262 0.40
H -1.079 1.827 -0.560 0.38

[3]
11
Properties=species:S:1:pos:R:3:mulliken_charge:R:1 method="wB97M-V/def2-TZVPD" total_charge=0 homo_ev=-9.720 spin_multiplicity=1 relative_energy_kcal_mol=50.5 lumo_energy_ev=-0.16 smiles=N#CSc1cc[nH]n1
S 2.524 -0.749 -0.442 -0.14
N -0.207 -1.399 0.604 -0.74
N 2.996 1.796 0.688 -0.40
N -1.437 -0.932 0.616 0.21
C 0.447 -0.495 -0.153 0.13
C 2.862 0.743 0.199 0.40
C -1.640 0.162 -0.126 -0.24
C -0.386 0.473 -0.691 -0.14
H -0.219 1.450 -1.362 0.26
H -2.249 -1.606 1.031 0.32
H -2.692 0.557 -0.364 0.33

[4]
9
Properties=species:S:1:pos:R:3:mulliken_charge:R:1 method="wB97M-V/def2-TZVPD" total_charge=0 homo_ev=-11.120 spin_multiplicity=1 relative_energy_kcal_mol=54.6 lumo_energy_ev=0.48 smiles=C#C[C@H](O)C#N
O -1.237 1.174 -0.472 -0.48
N -1.507 -2.012 1.579 -0.38
C 2.075 0.315 -0.182 0.36
C -0.581 -0.044 -0.297 0.23
C -1.122 -1.154 0.883 0.04
C 0.884 0.149 -0.278 -0.69
H 3.140 0.395 -0.061 0.41
H -0.702 1.921 -0.148 0.35
H -0.949 -0.743 -1.025 0.16

[5]
9
Properties=species:S:1:pos:R:3:mulliken_charge:R:1 method="wB97M-V/def2-TZVPD" total_charge=0 homo_ev=-11.079 spin_multiplicity=1 relative_energy_kcal_mol=42.2 lumo_energy_ev=0.49 smiles=C#C[C@H](O)C#N
O -1.332 0.951 -0.725 -0.51
N -1.420 -0.967 1.954 -0.36
C -0.509 -0.157 -0.330 0.29
C -1.103 -0.586 0.920 0.10
C 2.187 0.054 -0.286 0.07
C 0.983 -0.025 -0.229 -0.54
H -1.408 1.591 0.014 0.36
H 3.256 0.178 -0.343 0.40
H -0.654 -1.040 -0.974 0.18

[6]
9
Properties=species:S:1:pos:R:3:mulliken_charge:R:1 method="wB97M-V/def2-TZVPD" total_charge=0 homo_ev=-8.682 spin_multiplicity=1 relative_energy_kcal_mol=65.6 lumo_energy_ev=0.46 smiles="C#CC(O)=C=N"
O 0.092 -1.793 0.119 -0.48
N 2.102 0.741 -0.928 -0.54
C -2.035 0.963 0.696 0.35
C 1.205 0.226 -0.259 0.41
C -1.036 0.323 0.488 -0.40
C 0.142 -0.410 0.177 -0.39
H -2.923 1.514 0.903 0.41
H 1.631 0.587 -1.831 0.30
H 0.823 -2.151 0.635 0.34

[7]
10
Properties=species:S:1:pos:R:3:mulliken_charge:R:1 method="wB97M-V/def2-TZVPD" total_charge=0 homo_ev=-9.684 spin_multiplicity=1 relative_energy_kcal_mol=84.8 lumo_energy_ev=0.25 smiles="O=c1cconc1"
O -0.219 -0.790 -1.528 -0.17
O 0.579 0.890 1.996 -0.51
N 0.211 0.420 -1.504 -0.24
C 0.326 1.175 -0.439 -0.26
C -0.730 -1.314 -0.335 -0.23
C -0.413 -0.749 0.871 -0.13
C 0.309 0.494 0.932 0.49
H -0.892 -1.290 1.832 0.26
H 0.614 2.230 -0.594 0.38
H -1.031 -2.328 -0.626 0.41

[8]
10
Properties=species:S:1:pos:R:3:mulliken_charge:R:1 method="wB97M-V/def2-TZVPD" total_charge=0 homo_ev=-8.930 spin_multiplicity=1 relative_energy_kcal_mol=147.7 lumo_energy_ev=-0.11
O 2.125 0.925 -0.383 -0.41
O -0.296 0.903 1.120 -0.13
N 0.171 -0.918 -0.352 -0.35
C 1.700 -0.199 -0.374 0.24
C -1.410 0.564 0.379 -0.12
C 0.652 0.031 0.976 -0.08
C -1.129 -0.445 -0.455 -0.25
H -2.275 1.123 0.665 0.42
H 2.379 -1.050 -0.554 0.33
H -1.916 -0.933 -1.022 0.36

[9]
10
Properties=species:S:1:pos:R:3:mulliken_charge:R:1 method="wB97M-V/def2-TZVPD" total_charge=0 homo_ev=-10.042 spin_multiplicity=1 relative_energy_kcal_mol=22.0 lumo_energy_ev=0.24 smiles="O=Cc1cocn1"
O 1.594 0.884 0.007 -0.31
O -2.650 0.418 -0.009 -0.49
N 0.618 -1.113 -0.005 -0.53
C -1.787 -0.427 0.009 -0.14
C 0.254 1.091 -0.004 -0.20
C 1.724 -0.467 -0.002 0.04
C -0.351 -0.122 -0.004 0.52
H -0.109 2.112 0.001 0.39
H 2.730 -0.861 -0.026 0.38
H -2.023 -1.516 0.033 0.35

[10]
10
Properties=species:S:1:pos:R:3:mulliken_charge:R:1 method="wB97M-V/def2-TZVPD" total_charge=0 homo_ev=-9.796 spin_multiplicity=1 relative_energy_kcal_mol=46.8 lumo_energy_ev=-0.40 smiles="O=c1nccco1"
O -2.726 0.006 0.118 -0.43
O -0.932 -1.108 -0.115 -0.28
N -0.832 1.309 -0.166 -0.50
C -1.586 0.079 -0.017 0.58
C 0.542 1.215 -0.029 0.02
C 0.372 -1.192 -0.166 -0.02
C 1.237 -0.149 0.126 -0.52
H 0.910 2.173 -0.192 0.49
H 2.279 -0.089 0.489 0.32
H 0.737 -2.245 -0.047 0.33

[11]
10
Properties=species:S:1:pos:R:3:mulliken_charge:R:1 method="wB97M-V/def2-TZVPD" total_charge=0 homo_ev="-9.339 / -9.340" spin_multiplicity=1 relative_energy_kcal_mol=109.7 lumo_energy_ev="-0.20 / -0.20"
O -2.703 -0.674 0.282 -0.33
O 0.164 0.605 1.189 -0.27
N -0.134 0.985 -1.032 -0.47
C -0.754 0.986 0.217 0.26
C -1.620 -0.255 0.214 0.34
C 0.963 0.293 -0.863 -0.27
C 0.958 -0.243 0.466 -0.18
H 1.777 -0.721 0.992 0.37
H 1.643 0.050 -1.672 0.37
H -0.295 -1.027 0.206 0.19

[12]
10
Properties=species:S:1:pos:R:3:mulliken_charge:R:1 method="wB97M-V/def2-TZVPD" total_charge=0 homo_ev=-9.090 spin_multiplicity=1 relative_energy_kcal_mol=80.2 lumo_energy_ev=-0.58
O -0.284 0.500 1.424 -0.50
O 2.675 0.691 0.375 -0.41
N -0.199 -0.933 -0.575 -0.24
C -1.375 -0.378 -0.382 -0.49
C 0.790 -0.760 0.161 0.23
C 1.985 -0.010 -0.313 0.10
C -1.346 0.452 0.772 0.25
H 2.142 -0.123 -1.408 0.32
H -2.218 1.057 1.042 0.36
H -2.170 -0.495 -1.095 0.39

[13]
12
Properties=species:S:1:pos:R:3:mulliken_charge:R:1 method="wB97M-V/def2-TZVPD" total_charge=0 homo_ev="-9.025 / -8.792" spin_multiplicity=1 relative_energy_kcal_mol=162.6 lumo_energy_ev="-1.05 / -2.51" smiles="O=C=C=CC=S(=O)=NO"
S -0.257 -1.486 -0.651 0.50
O -1.187 1.670 1.968 -0.46
O -1.709 -0.934 1.267 -0.25
O 0.349 -2.182 0.425 -0.62
N -1.419 -0.534 0.081 -0.17
C 0.395 1.578 0.137 -0.48
C 1.040 1.027 -0.921 -0.20
C -0.483 1.589 1.021 1.17
C 0.862 -0.249 -1.408 -0.46
H -1.056 -1.644 1.704 0.39
H 1.958 1.565 -1.311 0.28
H 1.507 -0.399 -2.311 0.31

[14]
9
Properties=species:S:1:pos:R:3:mulliken_charge:R:1 method="wB97M-V/def2-TZVPD" total_charge=0 homo_ev=-9.339 spin_multiplicity=1 relative_energy_kcal_mol=7.8 lumo_energy_ev=-2.10 smiles="S=C1C=CN=C1"
S -1.979 0.000 -0.032 -0.21
N 1.820 -0.797 -0.038 -0.50
C -0.347 0.043 0.075 0.41
C 0.576 -1.140 0.028 -0.22
C 0.551 1.182 0.015 -0.39
C 1.812 0.635 -0.044 -0.20
H 2.761 1.174 -0.064 0.39
H 0.281 -2.178 0.185 0.39
H 0.333 2.266 0.219 0.33

[15]
9
Properties=species:S:1:pos:R:3:mulliken_charge:R:1 method="wB97M-V/def2-TZVPD" total_charge=+1 homo_ev="-14.313 / -14.887" spin_multiplicity=2 relative_energy_kcal_mol=1.1 lumo_energy_ev="-3.78 / -6.03"
Na 0.540 2.250 -0.493 1.02
O 1.944 0.563 0.102 -0.49
C 1.799 -0.482 0.702 -0.06
C -1.942 -0.381 -0.764 -0.16
C -1.581 0.952 -0.408 -0.09
C -2.625 0.282 0.163 -0.09
H -1.634 -1.260 -1.329 0.34
H 2.502 -1.325 0.568 0.27
H 0.998 -0.597 1.460 0.25

[16]
9
Properties=species:S:1:pos:R:3:mulliken_charge:R:1 method="wB97M-V/def2-TZVPD" total_charge=+1 homo_ev=-15.053 spin_multiplicity=1 relative_energy_kcal_mol=26.5 lumo_energy_ev=-6.46
O -2.213 0.969 0.086 -0.40
O 3.579 0.080 -0.182 -0.07
C 2.451 0.015 -0.192 0.64
C -0.083 0.053 -0.095 0.32
C 1.152 -0.258 0.187 -0.44
C -1.376 0.051 -0.333 -0.04
H -1.891 -0.762 -0.891 0.32
H -3.094 0.592 0.282 0.39
H 1.476 -0.739 1.139 0.29

[17]
13
Properties=species:S:1:pos:R:3:mulliken_charge:R:1 method="wB97M-V/def2-TZVPD" total_charge=0 homo_ev=-9.144 spin_multiplicity=1 lumo_energy_ev=-2.17 smiles="O=C1OC(=O)C([PH2]=S)=C1O"
S -2.814 -0.671 1.509 -0.39
P -2.123 -0.166 -0.281 0.13
O 0.431 2.279 -0.250 -0.47
O 1.941 -1.138 0.673 -0.22
O 0.198 -2.774 -0.276 -0.48
O 3.542 0.617 -0.156 -0.47
C 0.677 -1.574 0.061 0.53
C 2.307 0.158 0.081 0.37
C 0.823 0.845 -0.126 0.35
C -0.220 -0.216 -0.136 0.02
H -2.636 1.147 -0.600 0.14
H 0.538 2.663 0.691 0.37
H -2.664 -1.169 -1.190 0.13

[18]
9
Properties=species:S:1:pos:R:3:mulliken_charge:R:1 method="wB97M-V/def2-TZVPD" total_charge=0 homo_ev="-7.650 / -10.825" spin_multiplicity=3 relative_energy_kcal_mol=37.5 lumo_energy_ev="0.56 / -3.48"
P 1.124 1.413 -0.027 0.23
O 2.374 0.810 -0.379 -0.31
C -0.006 -0.966 1.230 -0.46
C -0.603 -1.465 2.146 -0.25
C -0.875 0.900 -2.262 0.33
C -0.017 1.127 -1.421 -0.60
H -1.815 0.657 -2.692 0.37
H 0.424 -0.553 0.314 0.36
H -0.606 -1.924 3.090 0.33

[19]
9
Properties=species:S:1:pos:R:3:mulliken_charge:R:1 method="wB97M-V/def2-TZVPD" total_charge=0 homo_ev=-8.707 spin_multiplicity=1 relative_energy_kcal_mol=64.0 lumo_energy_ev=-0.20
S -2.306 1.223 0.216 0.09
P -1.768 -1.553 -0.033 0.08
C -0.183 -0.551 0.244 -0.78
C -2.939 -0.353 0.515 -0.17
C -1.974 0.080 -1.201 -0.40
C -0.742 0.618 -0.488 0.07
H 0.660 -0.977 -0.300 0.35
H 0.095 -0.397 1.292 0.32
H -0.134 1.404 -0.919 0.44

[20]
60
Properties=species:S:1:pos:R:3:mulliken_charge:R:1 method="wB97M-V/def2-TZVPD" total_charge=0 homo_ev=-9.391 spin_multiplicity=1 relative_energy_kcal_mol=0.0 lumo_energy_ev=0.21
O -1.635 3.698 2.244 -0.72
O 0.776 -0.757 -4.304 -0.71
O -2.780 -2.553 -2.432 -0.74
O 3.701 -2.740 -0.932 -0.62
O 2.036 3.208 1.122 -0.83
O -1.696 1.036 2.838 -0.74
O -3.848 -1.279 -0.326 -0.74
O -2.465 -1.415 1.949 -0.78
O 2.556 -0.591 -2.294 -0.80
O 2.055 1.824 -1.187 -0.74
O -0.220 4.131 -0.022 -0.85
O 0.581 2.461 3.128 -0.69
O -0.113 -2.646 -2.565 -0.76
O 1.172 -3.481 -0.368 -0.79
N 0.448 -1.060 1.736 -0.08
N -0.828 1.085 -0.335 0.65
C 1.541 -1.629 2.541 -1.13
C -0.203 -0.253 -0.488 -0.11
C -1.925 1.290 -1.303 -0.95
C 0.970 -0.382 0.519 -0.53
H -3.204 -2.071 -3.160 0.33
H 1.153 -1.092 -5.111 0.29
H -2.257 -0.575 2.292 0.42
H 1.110 -2.141 3.408 0.43
H -3.285 -1.285 0.537 0.43
H 2.317 0.994 -1.587 0.53
H 0.698 -3.369 -1.147 0.38
H 0.662 -3.036 0.346 0.35
H 1.355 3.806 0.696 0.46
H -2.709 0.544 -1.245 0.24
H 2.081 -2.427 2.026 0.28
H 1.200 2.599 2.357 0.44
H 1.413 0.649 0.715 -0.03
H -4.694 -1.677 -0.074 0.28
H 0.187 -0.287 -1.533 -0.06
H -0.090 -0.382 2.279 0.25
H -1.571 -1.744 1.735 0.44
H -2.401 2.292 -1.182 0.29
H -0.830 3.419 2.635 0.46
H -0.885 -1.079 -0.344 0.11
H -0.307 3.306 -0.437 0.36
H 2.060 -1.235 -1.882 0.17
H 3.490 -0.918 -2.189 0.36
H 0.174 -2.060 -3.249 0.33
H -0.834 4.136 0.701 0.42
H -1.172 1.218 0.619 -0.10
H 2.833 -3.085 -0.671 0.38
H -1.145 -2.709 -2.494 0.45
H 1.059 1.773 -1.210 0.21
H -3.081 -2.104 -1.606 0.38
H -0.858 1.439 3.055 0.28
H 4.300 -3.169 -0.353 0.30
H 1.742 -0.994 0.092 0.53
H -2.185 1.795 2.575 0.34
H 2.263 -0.848 2.871 0.30
H 1.492 -0.505 -3.721 0.39
H 2.259 2.538 0.384 0.32
H -1.543 1.263 -2.308 0.40
H -2.029 4.446 2.727 0.27
H 1.111 2.627 3.932 0.23

Strongest force on any atom (eV/A)
2.9, 3.2, 4.9, 2.6, 1.8, 1.4, 4.9, 4.2, 0.3, 6.4, 1.1, 0.9, 4.2, 2.1, 0.6, 1.9, 9.8, 6.3, 1.4, 4.1